112
Properties=species:S:1:pos:R:3:mulliken_charge:R:1 method="wB97M-V/def2-TZVPD" homo_ev=-9.87 orbital_gap_ev=9.69 lumo_ha=-0.0066 spin_multiplicity=1
C -2.94391 2.10911 4.89086 -0.09
C -3.44149 3.40265 5.21709 0.09
N -3.85563 4.46149 5.51996 -0.46
H -3.71015 1.56091 4.34273 0.19
H -2.79637 1.61161 5.84941 0.31
H -2.00943 2.10054 4.32982 -0.02
C -1.22123 0.07571 0.61940 0.36
C -0.03288 0.73908 0.12396 -0.02
N 0.96362 1.17185 -0.29293 0.08
H -1.70898 -0.55084 -0.12734 -0.35
H -1.96572 0.77133 1.00664 0.31
H -0.87018 -0.59072 1.40727 -0.36
C 0.44655 2.81035 -3.58909 0.01
C 1.38834 3.82880 -3.30040 0.11
N 2.16510 4.62925 -3.05840 -0.50
H -0.45276 3.18783 -4.07575 0.46
H 0.14370 2.23549 -2.71393 -0.42
H 0.89548 2.23085 -4.39577 0.37
C 1.52799 -1.37229 -2.55921 0.34
C 2.60742 -1.48296 -1.59372 0.05
N 3.49341 -1.56163 -0.81426 -0.50
H 0.54687 -1.47751 -2.09613 -0.22
H 1.54883 -2.20964 -3.25671 0.40
H 1.56965 -0.41396 -3.07686 -0.07
Cl -0.45744 3.71713 2.70781 -0.12
C 1.12252 3.71222 3.53228 -0.25
C 1.47953 2.42390 4.21825 -0.85
Cl 1.96044 1.09735 3.03929 0.01
H 1.04615 4.46232 4.31945 0.45
H 1.92153 3.97612 2.83943 0.09
H 0.70952 1.90117 4.78564 0.25
H 2.32743 2.51942 4.89652 0.39
Cl -5.17648 -1.51820 2.35915 -0.14
C -5.43251 -3.17378 1.67667 -0.49
C -5.09468 -3.14497 0.20348 -0.67
Cl -3.41717 -2.62207 -0.04687 -0.02
H -6.47834 -3.42918 1.84723 0.39
H -4.83901 -3.91524 2.21155 0.25
H -5.72615 -2.39941 -0.27973 0.34
H -5.18897 -4.16670 -0.16431 0.33
Cl -1.27981 -0.81421 4.95914 -0.15
C -2.18865 -2.12077 4.16593 0.06
C -1.77643 -3.47081 4.75342 -0.66
Cl -0.09283 -3.91396 4.36599 -0.13
H -2.01709 -2.18229 3.09128 -0.07
H -3.24857 -1.90289 4.29703 0.22
H -2.41456 -4.29229 4.42777 0.35
H -1.80016 -3.43702 5.84264 0.41
Cl -4.57423 -1.36731 -3.36398 -0.16
C -3.13312 -2.20046 -4.05046 -0.25
C -1.99941 -1.30977 -4.64791 -0.68
Cl -1.51535 -0.16101 -3.35840 0.04
H -3.51243 -2.84987 -4.83943 0.42
H -2.67717 -2.90133 -3.35118 0.02
H -2.20953 -0.79097 -5.58321 0.36
H -1.18771 -1.97263 -4.94767 0.29
Cl -5.09722 2.34011 0.33304 -0.20
C -4.52472 1.64241 -1.21784 -0.05
C -3.67620 2.73282 -1.85488 -0.78
Cl -2.12096 3.08008 -1.00061 0.07
H -5.42876 1.49552 -1.80880 0.36
H -3.99735 0.72034 -0.97332 -0.09
H -4.29306 3.62916 -1.91945 0.45
H -3.49347 2.38393 -2.87124 0.26
Cl 0.77105 -2.69733 1.35792 -0.01
C 0.89058 -4.40323 0.82191 -0.18
C -0.46933 -5.17558 1.13706 0.22
Cl -0.50504 -6.82798 0.35616 -0.25
H 1.69638 -4.91700 1.34615 0.36
H 1.16932 -4.45573 -0.23054 -0.23
H -1.30700 -4.57093 0.78948 -0.12
H -0.64611 -5.28927 2.20660 0.17
Cl 3.85191 4.83481 0.62857 -0.25
C 3.35763 3.26032 -0.12389 0.68
C 4.15160 1.98800 0.37921 0.34
Cl 5.85952 2.19608 -0.09162 -0.22
H 3.39946 3.40407 -1.20356 -0.17
H 2.34910 3.12288 0.26608 -0.34
H 3.74492 1.07283 -0.05114 -0.29
H 4.06208 1.95942 1.46515 0.22
Cl 4.97479 1.41055 -6.32720 -0.20
C 5.29579 2.61856 -5.11119 -0.48
C 5.19949 2.16753 -3.64039 -0.74
Cl 3.64530 1.35906 -3.23360 0.03
H 4.55971 3.41597 -5.21328 0.28
H 6.26744 3.04621 -5.35840 0.38
H 5.33575 2.99930 -2.94923 0.30
H 5.94793 1.41014 -3.40736 0.38
Cl 2.78101 -5.15739 -2.42597 -0.16
C 1.55293 -6.32869 -3.01886 -0.25
C 0.60416 -5.56492 -4.02729 -0.76
Cl -0.21580 -4.12153 -3.28629 -0.03
H 1.04622 -6.81895 -2.18760 0.10
H 2.02831 -7.19496 -3.47895 0.38
H -0.11218 -6.23004 -4.50955 0.40
H 1.16656 -5.15325 -4.86535 0.32
Cl 6.32128 -3.53814 3.04887 -0.22
C 4.69842 -2.83410 2.79858 -0.22
C 4.71604 -1.37233 3.08267 0.21
Cl 4.91430 -1.06827 4.83252 -0.21
H 3.99969 -3.48043 3.32975 0.28
H 4.43774 -3.01363 1.75554 0.11
H 3.74272 -1.05233 2.71072 -0.28
H 5.48438 -0.81875 2.54296 0.33
Cl -3.31402 7.16249 -0.72637 -0.20
C -2.43019 6.48555 0.59022 -0.11
C -0.93223 6.69506 0.42681 -0.41
Cl -0.25726 6.02556 -1.12527 -0.15
H -2.77179 5.45242 0.65371 0.00
H -2.73980 6.95875 1.52206 0.40
H -0.36565 6.22880 1.23285 0.07
H -0.74281 7.76648 0.36130 0.39

---

96
Properties=species:S:1:pos:R:3:mulliken_charge:R:1 method="wB97M-V/def2-TZVPD" homo_ev=-9.43 orbital_gap_ev=9.97 lumo_ha=0.0196 smiles="CCCCCCCCC[C@H](CCCCCCC)O[C@@H](NCCC)[C@H](OC#N)OCC[C@@H](C)Cl.O=C1OC[C@@H](F)O1" spin_multiplicity=1
C -0.16996 -0.19600 -7.61732 -1.16
C -0.38931 -0.05468 -6.09639 -0.31
C -1.87623 0.07262 -5.75782 -0.95
C -2.10660 0.55992 -4.31348 -0.32
C -2.68927 -0.53648 -3.40358 -1.18
C -1.94763 -0.59422 -2.07271 -1.11
C -2.19541 0.62396 -1.17896 0.03
C -1.81427 0.27272 0.26780 -0.64
C -1.52568 1.45515 1.18837 -0.78
C -0.12634 2.07645 1.10874 0.33
C 0.16030 2.92705 -0.13047 -0.71
C -0.94675 3.95590 -0.41596 -1.18
C -1.13140 5.00208 0.68930 -0.84
C -2.62907 5.30196 0.93348 -1.12
C -3.10980 4.92157 2.33981 -0.50
C -4.59935 4.56794 2.41155 -0.55
C -4.85063 3.14435 2.90248 -1.17
O 0.87942 1.12552 1.43578 -0.52
C 1.45662 0.42071 0.36958 -0.09
N 2.69547 0.98945 -0.11576 0.03
C 3.45540 1.73307 0.88209 -0.23
C 4.79305 2.17024 0.28115 -0.75
C 4.63110 3.40047 -0.60696 -1.11
C 1.66012 -1.07400 0.84581 -1.17
O 1.40584 -1.16668 2.27840 -0.36
C 0.37918 -1.86482 2.60449 0.73
N -0.41515 -2.71990 2.85824 -0.64
O 2.87816 -1.60884 0.48805 -0.32
C 3.83409 -1.78439 1.51606 -0.47
C 3.70446 -3.12954 2.21856 -1.11
C 3.48246 -4.30439 1.28283 0.44
C 3.69754 -5.59140 2.07448 -1.52
Cl 1.78954 -4.37083 0.68524 -0.19
H 0.50175 0.57342 -7.97940 0.32
H -1.11558 -0.03740 -8.12100 0.35
H 0.21918 -1.17122 -7.87853 0.30
H 0.08145 0.86703 -5.76362 0.27
H 0.06910 -0.87154 -5.54878 0.29
H -2.34405 -0.89299 -5.92717 0.30
H -2.33413 0.75485 -6.46628 0.47
H -2.78386 1.40746 -4.36322 0.34
H -1.17901 0.94493 -3.90471 0.23
H -2.54368 -1.49813 -3.88670 0.52
H -3.75860 -0.42316 -3.25513 0.37
H -0.87810 -0.63640 -2.27967 0.20
H -2.19715 -1.49817 -1.52259 0.61
H -3.24110 0.91055 -1.17894 0.60
H -1.59322 1.44030 -1.56029 -0.06
H -1.04291 -0.48831 0.28880 -0.13
H -2.69980 -0.21362 0.67029 0.60
H -2.29354 2.21625 1.11275 -0.04
H -1.58936 1.07284 2.20597 0.55
H -0.11256 2.78564 1.93096 0.41
H 0.27484 2.34624 -1.04325 0.32
H 1.08242 3.48204 0.02610 0.51
H -1.85587 3.41944 -0.64480 0.37
H -0.62877 4.47557 -1.31425 0.61
H -0.66193 4.72397 1.62572 0.46
H -0.69442 5.94867 0.39557 0.51
H -3.25689 4.77832 0.21769 0.51
H -2.83726 6.35516 0.78451 0.39
H -2.97268 5.79370 2.97297 0.52
H -2.53064 4.11695 2.78495 0.30
H -5.09716 4.67087 1.44946 0.34
H -5.13235 5.22057 3.09390 0.36
H -4.57815 2.39624 2.16549 0.18
H -5.90958 3.00881 3.10233 0.42
H -4.34090 2.96571 3.84197 0.33
H 0.80389 0.34260 -0.49402 0.35
H 2.46676 1.63008 -0.86331 0.58
H 3.64253 1.12021 1.75753 0.25
H 2.94906 2.63350 1.23471 0.11
H 5.12373 1.35725 -0.35826 0.32
H 5.53979 2.31389 1.05167 0.42
H 5.49394 3.47504 -1.26379 0.40
H 4.58011 4.32939 -0.05087 0.27
H 3.76883 3.30195 -1.25770 0.26
H 0.90093 -1.66975 0.35095 0.80
H 3.87468 -0.96246 2.22178 0.22
H 4.80197 -1.78979 1.02018 0.49
H 4.55924 -3.29990 2.86031 0.64
H 2.83694 -3.07258 2.87281 0.18
H 4.15289 -4.29435 0.43474 0.46
H 2.91779 -5.64239 2.82861 0.29
H 4.64899 -5.57609 2.59277 0.44
H 3.59048 -6.46110 1.44149 0.36
O 0.40687 -9.72241 3.24640 -0.51
C 0.03189 -8.62397 3.02083 0.60
O 0.58223 -7.49797 3.53372 -0.34
C -0.05740 -6.37068 2.91325 0.14
C -1.37222 -6.96416 2.47147 0.30
F -1.83023 -6.39659 1.32920 -0.27
O -1.02427 -8.31493 2.21237 -0.33
H 0.53959 -6.02965 2.06686 -0.17
H -0.17327 -5.55059 3.61724 0.28
H -2.16110 -6.93410 3.22508 0.25

---

94
Properties=species:S:1:pos:R:3:mulliken_charge:R:1 method="wB97M-V/def2-TZVPD" homo_ev=-4.16 orbital_gap_ev=3.32 lumo_ha=-0.0307 spin_multiplicity=1
C 7.75762 -3.50245 -0.67557 -1.15
C 6.56537 -4.43993 -0.56587 -0.32
N 5.22914 -3.80333 -0.53153 0.09
C 4.32679 -4.41162 0.45650 -0.66
C 4.79447 -4.46424 1.92558 -1.03
C 5.15809 -2.40864 -0.64891 -0.13
S 5.03191 -1.68111 -2.09875 -0.15
S 5.22013 -1.51410 0.87773 -0.06
C 4.61138 0.12676 0.47303 -1.05
C 3.09732 0.22939 0.66675 -0.85
C 2.57579 1.67931 0.66438 -1.21
C 1.94815 2.38061 -0.55841 3.60
C 2.75977 2.24469 -1.84394 -0.48
C 3.28792 3.35107 -2.51516 -1.23
C 4.03448 3.16237 -3.66493 -0.58
C 4.22578 1.87947 -4.13067 -0.73
N 3.71260 0.81609 -3.52418 -0.63
C 3.01395 1.00203 -2.41269 -0.24
C 1.82989 3.86925 -0.16460 -2.16
C 0.98278 4.15530 1.08046 -1.58
C -0.30653 3.32084 1.25877 0.00
C -1.59366 4.13757 1.01686 -1.05
C -2.85082 3.44708 1.58809 -0.77
C -3.67827 2.68296 0.54109 0.12
C -5.09260 2.31289 1.01403 -0.99
C -5.09511 0.89520 1.60119 -1.08
C -5.03476 -0.17212 0.50372 -0.32
C -4.36998 -1.49716 0.94469 -0.82
C -5.30632 -2.70566 0.94043 -0.37
C -5.78924 -3.09877 -0.45108 -0.55
O -4.95651 -4.11308 -1.01766 -0.41
C -4.28574 -3.78121 -2.20619 -0.62
C -0.35536 2.01496 0.44798 -0.55
N 0.45182 2.03549 -0.81202 0.15
C 0.05832 0.87517 -1.68655 -0.92
N 0.39512 -0.40825 -1.12117 -0.25
H 7.85749 -2.84136 0.18677 0.29
H 8.65903 -4.11781 -0.72163 0.41
H 7.72324 -2.91592 -1.59417 0.30
H 6.67827 -5.07455 0.31519 0.34
H 6.58885 -5.10592 -1.43574 0.27
H 4.15331 -5.43268 0.10869 0.40
H 3.37420 -3.88573 0.37525 0.38
H 5.05003 -5.48582 2.21480 0.36
H 5.68225 -3.85608 2.10331 0.36
H 4.00172 -4.13758 2.59909 0.29
H 5.11295 0.78687 1.18880 0.47
H 4.93326 0.42074 -0.52612 0.32
H 2.59125 -0.43965 -0.02668 0.10
H 2.89561 -0.16805 1.66672 0.61
H 1.90829 1.80306 1.51629 0.49
H 3.43746 2.31534 0.89623 0.74
H 3.14092 4.36555 -2.17366 0.40
H 4.46190 4.00232 -4.19775 0.45
H 4.81320 1.70022 -5.02467 0.40
H 2.61350 0.09965 -1.96135 0.70
H 1.40448 4.42234 -1.01149 0.68
H 2.83166 4.27252 -0.01400 0.63
H 1.60863 4.03396 1.96701 0.33
H 0.71123 5.21256 1.06173 0.67
H -0.33316 3.00351 2.30481 0.50
H -1.45081 5.10765 1.49713 0.50
H -1.73408 4.29105 -0.06130 0.30
H -2.53456 2.74427 2.36758 0.27
H -3.49109 4.18744 2.07133 0.50
H -3.67680 3.23568 -0.40575 0.33
H -3.19275 1.71806 0.34895 -0.28
H -5.76032 2.32307 0.14894 0.30
H -5.45194 3.03079 1.75439 0.39
H -6.03504 0.75697 2.15272 0.40
H -4.23194 0.79300 2.27517 0.38
H -4.50279 0.20381 -0.38191 0.43
H -6.06732 -0.37592 0.20211 0.54
H -3.52101 -1.72907 0.28218 0.03
H -3.95514 -1.38765 1.95151 0.52
H -6.16433 -2.49367 1.58010 -0.15
H -4.78368 -3.57497 1.35119 0.44
H -6.81087 -3.48396 -0.39163 0.37
H -5.82233 -2.22995 -1.11857 0.37
H -4.21023 -2.69576 -2.33712 0.25
H -3.27115 -4.19025 -2.16470 0.23
H -4.78916 -4.21368 -3.07907 0.26
H -0.03291 1.16759 1.04925 0.43
H -1.37904 1.80650 0.14904 0.11
H 0.11446 2.84645 -1.33653 0.60
H 0.52652 1.03254 -2.65902 0.41
H -1.02147 0.98970 -1.83228 0.46
H -0.34208 -1.07821 -1.30687 0.37
H 0.50505 -0.37815 -0.11727 0.20
C -8.23206 -1.17804 2.55976 -0.44
O -8.12531 0.13055 2.28491 -0.84
H -9.15258 -1.47294 3.12951 0.34
H -8.26037 -1.86342 1.65930 0.02
H -7.39605 -1.61378 3.18816 0.08

---

101
Properties=species:S:1:pos:R:3:mulliken_charge:R:1 method="wB97M-V/def2-TZVPD" homo_ev="-15.77 / -15.77" orbital_gap_ev="6.12 / 5.98" lumo_ha="-0.3548 / -0.3597" relative_energy_kj_mol=130.7 total_charge=+3 spin_multiplicity=1
Rh 0.97541 -1.11784 0.02456 1.83
C -0.24053 -1.37211 4.84288 -0.99
N 0.20019 -2.56150 4.09062 0.28
C 0.23595 -3.81902 4.85911 -0.96
C 0.40613 -2.49413 2.78929 0.01
O 0.31182 -1.42453 2.14464 -0.58
C 0.78022 -3.77542 2.06885 -1.07
O 0.97645 -3.43232 0.71616 -0.29
C 1.74183 -4.32447 -0.07022 -1.03
C 2.42922 -3.45152 -1.09357 0.71
O 1.91646 -2.32346 -1.39917 -0.92
N 3.54057 -3.85895 -1.64399 0.20
C 4.07822 -5.22426 -1.46163 -1.14
C 4.29313 -2.97647 -2.55733 -1.02
H 0.38771 -1.25047 5.72279 0.34
H -1.27350 -1.50219 5.16557 0.36
H -0.17135 -0.49212 4.21818 0.25
H 0.64129 -3.61046 5.84489 0.34
H 0.86416 -4.57190 4.38811 0.37
H -0.76872 -4.22628 4.98139 0.35
H -0.01887 -4.50638 2.17109 0.49
H 1.69038 -4.19308 2.49952 0.57
H 1.08302 -5.02984 -0.57638 0.43
H 2.46096 -4.87172 0.53205 0.69
H 3.29560 -5.93798 -1.21695 0.48
H 4.84270 -5.23672 -0.68360 0.34
H 4.53440 -5.54203 -2.39498 0.39
H 3.99574 -1.94580 -2.40466 0.27
H 4.10344 -3.24842 -3.59629 0.37
H 5.35589 -3.09480 -2.35203 0.40
C -0.42788 2.75088 -4.15566 -0.68
C -1.16179 2.00320 -5.26907 -0.85
C -2.34486 1.15441 -4.79594 -0.40
C -2.01803 -0.25650 -4.28445 -0.67
N -1.55162 -0.32951 -2.86667 0.00
C -2.15749 -0.75806 -1.77549 0.95
S -1.33877 -0.66092 -0.19294 -0.39
N -3.37145 -1.26281 -1.63550 -0.14
C -4.52301 -1.48903 -2.56102 -1.31
C -5.31988 -0.23526 -2.91117 0.23
C -6.20573 0.31091 -1.78569 -0.87
C -5.45443 1.01251 -0.64610 -0.82
H 0.37907 3.35856 -4.56739 0.46
H 0.02133 2.07168 -3.42946 -0.07
H -1.11026 3.41671 -3.61708 0.32
H -0.46385 1.38377 -5.84093 0.35
H -1.54544 2.74410 -5.96808 0.34
H -3.01788 1.00877 -5.64430 0.46
H -2.89967 1.70051 -4.02706 0.14
H -1.22902 -0.69446 -4.89522 0.50
H -2.88732 -0.87680 -4.39051 0.23
H -0.62308 0.02660 -2.70664 -0.16
H -3.57327 -1.49095 -0.67706 0.34
H -5.16888 -2.19159 -2.04195 0.53
H -4.17392 -1.99128 -3.45210 0.41
H -5.95673 -0.50711 -3.75779 0.42
H -4.64140 0.54908 -3.25256 -0.22
H -6.82658 -0.49466 -1.38367 0.35
H -6.89092 1.02906 -2.23348 0.38
H -4.87589 0.31558 -0.02820 0.18
H -6.16076 1.51238 0.01948 0.47
H -4.76808 1.77476 -1.03512 0.23
C 2.70975 2.98610 3.94935 -1.60
C 2.02031 2.60026 2.64128 0.90
C 2.84446 3.07873 1.44299 -1.28
N 2.57771 2.31229 0.19030 0.03
C 1.45071 1.92175 -0.31740 0.45
S 1.48869 0.58479 -1.49558 -0.55
N 0.26994 2.47641 -0.03013 0.38
C 0.01760 3.87585 0.25110 0.08
O 0.90153 4.67499 0.11266 -0.54
C -1.37478 4.17488 0.64188 0.39
C -1.81127 5.48835 0.48867 -0.50
C -3.09247 5.83486 0.87248 -0.71
C -3.92942 4.87835 1.44014 -0.47
C -3.48886 3.57160 1.61077 -0.91
C -2.21819 3.21257 1.20086 0.05
H 2.11189 2.67802 4.80767 0.40
H 2.84753 4.06805 4.01657 0.42
H 3.69665 2.52018 4.03318 0.37
H 1.02352 3.04850 2.62222 0.08
H 1.89223 1.51557 2.57863 -0.25
H 3.90729 2.95535 1.64096 0.58
H 2.66148 4.13044 1.26369 0.40
H 3.37981 1.89557 -0.25437 0.37
H -0.53576 1.91266 -0.26180 0.04
H -1.13386 6.22510 0.06892 0.49
H -3.43759 6.85275 0.73411 0.44
H -4.93118 5.15474 1.75395 0.43
H -4.13719 2.83500 2.06959 0.48
H -1.87848 2.19114 1.35904 0.49
C 3.97071 -1.83282 3.16994 -0.91
S 4.01762 -1.81669 1.39326 0.56
C 5.52908 -0.91054 1.20339 -1.21
O 2.92096 -0.82826 0.97634 -0.24
H 4.90854 -2.25620 3.54273 0.54
H 3.13222 -2.45634 3.48705 0.12
H 3.83468 -0.80432 3.51809 0.26
H 6.35844 -1.53701 1.54507 0.50
H 5.46888 0.00962 1.79071 0.38
H 5.64639 -0.69066 0.14161 0.38